Record 1
{
  "formula": "C23H28IIrN3O4S2",
  "method": "ωB97M-V/def2-TZVPD",
  "symbols": ["Ir", "O", "S", "C", "C", "C", "C", "S", "O", "C", "C", "C", "C", "C", "C", "C", "C", "C", "C", "C", "C", "H", "H", "H", "H", "H", "H", "H", "H", "H", "H", "H", "H", "H", "H", "H", "H", "H", "H", "C", "O", "C", "O", "N", "N", "H", "H", "H", "H", "H", "H", "I", "C", "C", "C", "C", "N", "C", "H", "H", "H", "H"],
  "xyz": [[0.6166, -1.5455, 0.6805], [1.1645, 0.2982, 1.2268], [2.3118, 1.3082, 0.8801], [1.4515, 2.7887, 1.4405], [0.0164, 2.8774, 0.9008], [-1.0322, 2.8171, 2.0084], [-1.1552, 1.4780, 2.7254], [-2.0792, 0.1098, 1.9431], [-1.1600, -0.7544, 1.0116], [-3.1505, 0.9027, 0.7890], [-4.3038, 1.4458, 1.3452], [-5.1867, 2.1118, 0.5083], [-4.9224, 2.2009, -0.8521], [-3.7703, 1.6365, -1.3879], [-2.8688, 0.9765, -0.5672], [2.3491, 1.5740, -0.8725], [3.3654, 2.4204, -1.3042], [3.4546, 2.7182, -2.6555], [2.5578, 2.1527, -3.5535], [1.5572, 1.2996, -3.1054], [1.4479, 1.0019, -1.7547], [2.0876, 3.6213, 1.1345], [1.5012, 2.7258, 2.5298], [-0.1729, 2.0775, 0.1820], [-0.0931, 3.8076, 0.3455], [-2.0020, 3.1059, 1.5998], [-0.8030, 3.5582, 2.7781], [-1.7018, 1.5821, 3.6657], [-0.1938, 1.0177, 2.9605], [-4.5191, 1.3521, 2.4035], [-6.0864, 2.5489, 0.9190], [-5.6268, 2.7020, -1.5019], [-3.5752, 1.7125, -2.4490], [-1.9715, 0.5301, -0.9749], [4.0807, 2.8448, -0.6076], [4.2255, 3.3909, -3.0056], [2.6491, 2.3668, -4.6096], [0.8582, 0.8703, -3.8105], [0.6670, 0.3347, -1.4068], [5.2442, -1.2125, -0.4597], [4.6491, -2.2727, 0.3732], [3.3894, -2.2985, 0.5476], [2.5672, -1.4872, 0.0392], [2.9022, -3.2744, 1.3367], [1.4926, -3.2781, 1.4309], [6.2942, -1.4728, -0.5074], [5.0971, -0.2614, 0.0437], [4.7809, -1.2356, -1.4415], [3.4514, -4.0198, 1.7469], [1.2065, -3.3763, 2.4069], [1.1511, -4.0868, 0.9065], [-2.9885, -3.2216, -3.6147], [-2.3070, -3.5297, -1.6873], [-2.9510, -4.3924, -0.8063], [-2.4449, -4.5522, 0.4753], [-1.3281, -3.8396, 0.8550], [-0.6967, -3.0094, 0.0037], [-1.1767, -2.8639, -1.2433], [-3.8362, -4.9337, -1.1147], [-2.9185, -5.2176, 1.1836], [-0.9479, -3.9225, 1.8650], [-0.6177, -2.2088, -1.8981]],
  "forces_ev_per_a": [[-0.1, 0.0, 1.0], [0.1, -0.1, 0.0], [0.1, 0.1, 0.1], [0.0, 0.0, 0.0], [0.0, 0.0, 0.0], [-0.1, 0.0, 0.0], [0.1, 0.0, -0.1], [0.0, -0.1, 0.4], [0.0, 0.0, -0.6], [-0.1, 0.0, 0.1], [0.0, 0.0, 0.0], [0.0, 0.0, 0.0], [0.0, 0.0, 0.0], [0.0, 0.0, 0.0], [0.1, 0.1, 0.0], [0.0, -0.1, 0.0], [0.0, 0.0, 0.0], [0.0, 0.0, 0.0], [0.0, 0.0, 0.0], [0.0, 0.0, 0.0], [-0.1, 0.0, 0.0], [0.0, 0.0, 0.0], [0.0, 0.0, 0.0], [0.0, 0.0, 0.0], [0.0, 0.0, 0.1], [0.0, 0.0, 0.0], [0.0, 0.0, 0.0], [0.0, 0.0, 0.0], [0.0, 0.0, 0.1], [0.0, 0.0, 0.0], [0.0, 0.0, 0.0], [0.0, 0.0, 0.0], [0.0, 0.0, 0.0], [0.0, 0.0, 0.0], [0.0, 0.0, 0.0], [0.0, 0.0, 0.0], [0.0, 0.0, 0.0], [0.0, 0.0, 0.0], [0.0, 0.0, 0.0], [0.0, -0.1, 0.0], [0.1, 0.0, 0.0], [-0.3, -0.1, 0.0], [0.0, -0.3, -0.6], [0.0, 0.4, 0.0], [0.0, -0.1, 0.2], [0.0, 0.0, 0.0], [0.0, 0.0, 0.0], [0.0, 0.0, 0.0], [0.0, 0.0, 0.0], [0.2, 0.0, 0.0], [-0.2, 0.0, 0.1], [0.0, 0.0, 0.0], [0.0, 0.0, 0.0], [0.0, 0.0, 0.0], [0.0, 0.0, 0.0], [0.0, 0.0, 0.0], [0.2, 0.2, -0.5], [0.2, 0.0, -0.1], [0.0, 0.0, 0.0], [0.0, 0.0, 0.0], [0.0, 0.1, 0.0], [-0.1, 0.0, 0.0]],
  "nbo_charge": [1.276, -0.953, 1.265, -0.570, -0.421, -0.424, -0.584, 1.268, -0.934, -0.209, -0.231, -0.171, -0.152, -0.174, -0.247, -0.210, -0.241, -0.172, -0.142, -0.192, -0.244, 0.276, 0.254, 0.212, 0.260, 0.250, 0.250, 0.275, 0.256, 0.244, 0.256, 0.253, 0.241, 0.218, 0.241, 0.257, 0.253, 0.240, 0.200, -0.255, -0.417, 0.930, -0.636, -0.452, -0.518, 0.252, 0.205, 0.219, 0.460, 0.433, 0.428, 0.327, -0.194, -0.126, -0.204, 0.020, -0.446, 0.016, 0.272, 0.272, 0.208, 0.231],
  "charge": 3,
  "e_above_lowest_kcal_mol": 47.2,
  "total_energy_ev": -69547.6301,
  "lumo_energy_ev": -10.253,
  "homo_ha": -0.61500,
  "homo_lumo_gap_ev": 6.482,
  "multiplicity": 1
}

=====

Record 2
{
  "formula": "C8H23I2NO5Zn",
  "method": "ωB97M-V/def2-TZVPD",
  "symbols": ["Zn", "I", "I", "C", "C", "C", "O", "C", "N", "H", "H", "H", "H", "H", "H", "H", "H", "H", "H", "H", "C", "C", "O", "O", "H", "H", "H", "H", "H", "H", "C", "C", "O", "O", "H", "H", "H", "H", "H", "H"],
  "xyz": [[2.4607, 0.3039, 0.3669], [5.9429, -1.8051, -1.7750], [3.6861, 1.3659, 4.8235], [1.1230, 6.0715, -0.9385], [0.9513, 4.7951, -0.1513], [-0.4665, 4.2429, -0.0182], [-0.3777, 2.9226, 0.4765], [-1.6620, 2.3666, 0.8055], [1.8585, 3.7861, -0.7550], [0.8928, 5.8978, -1.9897], [2.1348, 6.4596, -0.8216], [0.4124, 6.7579, -0.4780], [1.3674, 4.8759, 0.8529], [-1.0342, 4.1880, -0.9471], [-0.8765, 4.9032, 0.7461], [-2.2328, 3.1316, 1.3318], [-1.6983, 1.4928, 1.4561], [-2.3121, 2.1472, -0.0415], [2.7793, 4.2004, -0.7315], [1.6596, 3.8433, -1.7436], [0.7310, -4.3024, 3.4066], [-0.5193, -4.2226, 4.3435], [-1.6719, -4.8480, 3.8653], [0.4796, -3.3144, 2.3806], [0.8433, -5.2717, 2.9208], [1.6773, -4.1695, 3.9311], [-0.7333, -3.1740, 4.5500], [-0.2689, -4.6070, 5.3323], [-1.4093, -5.7124, 3.5406], [-0.1503, -3.7608, 1.8100], [-1.9640, -3.2936, -3.7107], [-0.5771, -2.5823, -4.0197], [-0.5066, -1.4407, -3.2097], [-1.8629, -3.9250, -2.4894], [-2.1051, -4.0918, -4.4394], [-2.7620, -2.5598, -3.8234], [-0.4061, -2.3174, -5.0631], [0.2487, -3.2460, -3.7635], [-0.9456, -0.7644, -3.7308], [-2.7060, -4.3430, -2.2993]],
  "forces_ev_per_a": [[0.5, 0.1, 0.2], [-0.5, 0.3, 0.3], [-0.1, -0.1, -0.6], [-1.0, 0.2, 1.0], [1.6, -1.6, -0.4], [0.9, -0.3, 0.4], [-0.6, -1.2, 0.6], [-0.6, 1.3, 0.1], [-0.2, -0.2, -0.3], [-0.1, 0.2, 0.0], [-0.1, 0.0, -0.1], [0.0, 0.7, -0.5], [-0.4, 0.4, 0.2], [-0.1, 0.6, -0.2], [-0.9, 0.0, -0.2], [-0.1, 0.2, 0.4], [1.0, 0.0, -0.1], [0.4, -0.1, -0.6], [0.4, -0.1, 0.3], [-0.1, -0.5, -0.5], [-1.8, 0.6, 0.0], [1.8, -0.1, 0.9], [-0.3, 0.0, -0.7], [0.9, -0.5, 0.2], [-0.3, -0.4, 0.1], [-0.2, 0.7, 0.0], [-0.1, 0.1, -0.5], [0.2, -0.4, 0.2], [-0.1, -0.2, 0.0], [-0.1, 0.3, -0.3], [2.0, 0.0, -2.3], [-1.2, -1.1, 0.6], [0.3, 0.8, 0.0], [-0.1, 0.0, 1.5], [-0.2, 0.2, -0.7], [-0.2, 0.1, 0.3], [-0.5, -0.1, -0.2], [-0.1, -0.1, 0.3], [0.0, 0.4, 0.3], [0.0, -0.1, 0.1]],
  "nbo_charge": [0.562, -0.287, -0.293, -0.619, -0.070, -0.068, -0.543, -0.260, -0.812, 0.203, 0.218, 0.211, 0.195, 0.169, 0.176, 0.166, 0.203, 0.167, 0.349, 0.336, -0.102, -0.089, -0.708, -0.723, 0.158, 0.194, 0.191, 0.149, 0.461, 0.468, -0.079, -0.084, -0.709, -0.710, 0.151, 0.152, 0.164, 0.187, 0.459, 0.469],
  "charge": 0,
  "e_above_lowest_kcal_mol": 214.6,
  "total_energy_ev": -85008.4322,
  "lumo_energy_ev": -5.191,
  "homo_ha": -0.28536,
  "homo_lumo_gap_ev": 2.574,
  "multiplicity": 1
}